Record 1
Below is a molecular structure, C4H8O2, with properties calculated with the ωB97M-V functional and the def2-TZVPD basis.

Values from the calculation:
molecular weight	88.106	g/mol
largest force on an atom	0.34	eV/A
HOMO-LUMO gap	0.3687	Ha
energy relative to the best compared isomer or geometry (same formula, charge and spin)	4.343	eV
E_HOMO	-9.211	eV
LUMO level	0.0302	Ha
electronic energy	-8368.9386	eV

Last column: Mulliken charge in e.
Element x y z (Å)
C1 1.63497 -0.36218 0.90535  -1.181
C2 0.21088 -0.05312 0.58923  0.044
C3 -0.21781 1.12626 -0.09703  0.082
O1 -1.40047 1.13999 -0.60847  -0.562
C4 -1.52050 -0.61876 -1.31286  -0.142
O2 -0.41760 -1.17993 -1.09692  -0.581
H1 1.81000 -0.47980 1.97838  0.329
H2 1.85880 -1.31604 0.41978  0.341
H3 2.31199 0.39546 0.50157  0.312
H4 -0.56883 -0.60063 1.10716  0.337
H5 -0.11853 1.30389 1.14274  0.155
H6 0.58136 1.76740 -0.50607  0.351
H7 -2.40505 -0.87352 -0.70347  0.257
H8 -1.75919 -0.24903 -2.31939  0.260

Forces on atoms 1 to 2 (eV/Å):
C 0.03 0.02 -0.04
C 0.04 0.18 0.16

Record 2
Below is a single C4H8O2 molecule, with properties calculated with the ωB97M-V functional and the def2-TZVPD basis.

Values from the calculation:
structure (SMILES)	O[C@@H]1CC[C@@H]1O
molecular weight	88.106	g/mol
largest force on an atom	0.36	eV/A
HOMO-LUMO gap	0.3881	Ha
energy relative to the best compared isomer or geometry (same formula, charge and spin)	1.628	eV
E_HOMO	-9.847	eV
LUMO level	0.0262	Ha
electronic energy	-8371.6536	eV

Last column: Mulliken charge in e.
Element x y z (Å)
O1 -1.07952 1.45300 -0.67521  -0.609
C1 -0.07779 0.45606 -0.72955  0.161
C2 1.03472 0.66082 0.31298  -0.783
C3 0.87640 -0.82284 0.71811  -0.551
C4 -0.45906 -0.89458 -0.05152  -0.006
O2 -1.59584 -0.75928 0.75987  -0.572
H1 -1.55409 1.48214 -1.51413  0.312
H2 0.26849 0.25709 -1.74687  0.326
H3 2.02217 0.98557 -0.03033  0.304
H4 0.69655 1.34760 1.09632  0.230
H5 1.65071 -1.45832 0.27921  0.252
H6 0.78135 -1.03934 1.78247  0.289
H7 -0.57612 -1.76450 -0.71573  0.282
H8 -1.98796 0.09658 0.51438  0.365

Forces on atoms 1 to 2 (eV/Å):
O -0.11 0.02 -0.32
C 0.10 -0.25 0.05

Record 3
Below is a single C4H8O2 molecule, with properties calculated with the ωB97M-V functional and the def2-TZVPD basis.

Values from the calculation:
structure (SMILES)	OCC1(O)CC1
molecular weight	88.106	g/mol
largest force on an atom	0.30	eV/A
HOMO-LUMO gap	0.3912	Ha
energy relative to the best compared isomer or geometry (same formula, charge and spin)	1.767	eV
E_HOMO	-9.783	eV
LUMO level	0.0317	Ha
electronic energy	-8371.5147	eV

Last column: Mulliken charge in e.
Element x y z (Å)
O1 -1.09252 -0.42506 1.81704  -0.526
C1 -1.25700 -0.22788 0.41908  -0.713
C2 0.09282 -0.34425 -0.23543  0.898
O2 0.62398 -1.63322 -0.14819  -0.567
C3 1.04884 0.81359 -0.07153  -0.721
C4 0.49307 0.44299 -1.42846  -0.740
H1 -0.41447 0.20986 2.09091  0.365
H2 -1.73259 0.73882 0.19521  0.282
H3 -1.92016 -1.02863 0.07849  0.305
H4 0.47342 -1.90909 0.76857  0.370
H5 2.08404 0.55936 0.13277  0.269
H6 0.69753 1.73712 0.38620  0.285
H7 -0.23106 1.11257 -1.88489  0.229
H8 1.16842 -0.04715 -2.12264  0.264

Forces on atoms 1 to 2 (eV/Å):
O 0.09 0.17 0.17
C -0.07 0.02 -0.29